# C59H120BrN15O

10 unconnected molecules or ions with the total composition C59H120BrN15O at a distorted geometry (the ωB97M-V functional and the def2-TZVPD basis, the Open Molecules 2025 dataset).

The geometry in XYZ format:
```
196
C59H120BrN15O (the ωB97M-V functional and the def2-TZVPD basis)
C -2.050 4.073 0.165
C -2.054 5.067 1.388
N -1.222 4.430 2.499
C -1.779 3.626 3.367
C -0.777 3.506 4.343
N 0.449 4.152 3.941
C 0.058 4.813 2.792
C 1.741 4.049 4.656
H -1.110 3.733 -0.268
H -2.516 4.451 -0.745
H -2.498 3.096 0.347
H -3.055 5.219 1.791
H -1.635 6.066 1.271
H -2.789 3.307 3.156
H -0.796 2.828 5.184
H 0.665 5.493 2.211
H 2.275 3.230 4.174
H 1.513 3.930 5.716
H 2.356 4.938 4.513
C -1.879 2.957 -7.178
C -0.572 3.577 -6.787
N -0.743 4.590 -5.755
C -0.369 4.444 -4.356
C -0.588 5.760 -3.721
N -1.188 6.523 -4.664
C -1.282 5.839 -5.922
C -1.747 7.852 -4.522
H -1.728 2.199 -7.947
H -2.402 3.788 -7.650
H -2.460 2.474 -6.392
H 0.050 3.815 -7.651
H 0.174 2.899 -6.373
H 0.078 3.534 -3.985
H -0.412 6.101 -2.711
H -1.670 6.112 -6.892
H -2.468 7.882 -5.339
H -0.996 8.636 -4.626
H -2.246 8.063 -3.576
C -7.544 -0.566 -2.965
C -6.518 -1.257 -1.999
N -6.085 -0.411 -0.894
C -4.981 0.332 -0.740
C -4.944 0.874 0.517
N -5.978 0.297 1.293
C -6.695 -0.390 0.365
C -6.249 0.344 2.714
H -7.044 0.218 -3.535
H -8.393 -0.205 -2.385
H -7.769 -1.435 -3.583
H -5.642 -1.646 -2.518
H -7.040 -2.087 -1.524
H -4.349 0.466 -1.605
H -4.234 1.511 1.024
H -7.575 -0.960 0.624
H -5.814 1.249 3.138
H -5.811 -0.465 3.298
H -7.315 0.522 2.860
C -4.812 -5.212 6.900
C -4.737 -3.725 6.698
N -5.249 -3.431 5.382
C -6.567 -3.263 4.981
C -6.471 -3.151 3.542
N -5.164 -3.333 3.120
C -4.390 -3.363 4.297
C -4.707 -3.021 1.798
H -5.831 -5.596 6.947
H -4.501 -5.578 7.878
H -4.221 -5.727 6.142
H -3.692 -3.459 6.854
H -5.343 -3.191 7.429
H -7.444 -3.279 5.612
H -7.228 -2.830 2.843
H -3.337 -3.605 4.314
H -5.250 -2.590 0.958
H -4.149 -3.884 1.434
H -3.997 -2.206 1.939
C 0.928 -0.986 -6.412
C 2.073 -1.993 -6.755
N 2.541 -2.855 -5.631
C 2.136 -4.201 -5.559
C 2.621 -4.708 -4.318
N 3.240 -3.660 -3.701
C 3.133 -2.488 -4.454
C 3.890 -3.768 -2.477
H 0.077 -1.631 -6.190
H 0.778 -0.242 -7.195
H 1.095 -0.519 -5.442
H 3.001 -1.493 -7.031
H 1.828 -2.554 -7.657
H 1.504 -4.538 -6.367
H 2.436 -5.650 -3.822
H 3.281 -1.437 -4.253
H 3.217 -4.034 -1.661
H 4.406 -2.864 -2.156
H 4.700 -4.487 -2.595
C -0.479 -5.456 9.363
C -1.508 -4.315 9.329
N -1.331 -3.404 8.234
C -1.654 -2.018 8.235
C -1.193 -1.510 6.967
N -0.491 -2.520 6.362
C -0.693 -3.711 7.042
C 0.225 -2.394 5.042
H -0.626 -5.912 10.343
H 0.529 -5.050 9.449
H -0.533 -6.241 8.609
H -1.399 -3.678 10.207
H -2.473 -4.820 9.355
H -2.190 -1.624 9.085
H -1.181 -0.531 6.511
H -0.188 -4.653 6.883
H 1.292 -2.240 5.206
H -0.183 -1.557 4.474
H 0.145 -3.310 4.457
C 7.388 4.390 -7.064
C 7.010 5.895 -6.977
C 5.700 6.130 -6.145
C 5.562 5.465 -4.778
N 4.394 5.911 -3.836
C 2.945 5.841 -4.356
C 2.518 7.269 -4.710
C 3.168 8.083 -3.607
C 4.519 7.456 -3.486
C 4.499 5.029 -2.537
H 7.875 4.030 -6.157
H 8.225 4.309 -7.758
H 6.634 3.634 -7.283
H 6.784 6.240 -7.985
H 7.886 6.446 -6.634
H 4.827 5.910 -6.760
H 5.600 7.209 -6.035
H 6.389 5.935 -4.246
H 5.645 4.379 -4.764
H 2.329 5.441 -3.550
H 2.928 5.137 -5.188
H 1.428 7.281 -4.696
H 2.992 7.536 -5.655
H 2.612 7.991 -2.674
H 3.262 9.148 -3.819
H 4.979 7.557 -2.504
H 5.251 7.921 -4.146
H 5.534 5.105 -2.205
H 4.155 4.024 -2.784
H 3.907 5.616 -1.835
C 1.828 2.905 -1.318
C 1.772 1.719 -0.384
C 0.470 0.806 -0.524
C 0.411 -0.384 0.535
N -0.428 -1.619 0.095
C 0.254 -2.359 -1.098
C -0.292 -3.789 -0.935
C -0.614 -4.067 0.556
C -0.457 -2.720 1.256
C -1.928 -1.230 -0.185
H 1.721 2.667 -2.377
H 2.809 3.380 -1.301
H 1.007 3.597 -1.132
H 1.819 2.100 0.637
H 2.605 1.020 -0.451
H 0.362 0.368 -1.516
H -0.447 1.387 -0.428
H 0.120 0.021 1.505
H 1.399 -0.811 0.703
H -0.187 -1.737 -1.876
H 1.327 -2.250 -0.936
H -1.178 -3.824 -1.569
H 0.491 -4.469 -1.271
H -1.562 -4.535 0.819
H 0.106 -4.706 1.067
H -1.317 -2.523 1.896
H 0.477 -2.691 1.818
H -1.912 -0.285 -0.727
H -2.396 -1.129 0.795
H -2.315 -2.053 -0.786
C 4.121 -5.416 2.065
N 3.307 -6.042 3.251
C 4.258 -6.312 4.414
C 2.314 -4.909 3.569
C 2.599 -7.303 2.748
C 1.947 -8.293 3.776
O 3.036 -8.951 4.406
H 4.615 -4.651 2.663
H 3.551 -4.879 1.307
H 4.757 -6.196 1.646
H 4.618 -5.406 4.901
H 5.126 -6.889 4.094
H 3.726 -6.807 5.227
H 1.766 -4.737 2.642
H 2.655 -3.964 3.993
H 1.680 -5.389 4.314
H 3.345 -7.809 2.135
H 1.887 -6.833 2.069
H 1.353 -9.056 3.273
H 1.251 -7.753 4.417
H 2.753 -9.809 4.731
Br 4.232 -1.650 0.584
```

Values from the calculation:
* multiplicity: 1
* ΔE to the lowest compared entry with this formula, charge and spin: 0.000 eV
* total charge: +8

---

# C59H136CdNO28Zn

A molecular structure, C59H136CdNO28Zn at a distorted geometry (the ωB97M-V functional and the def2-TZVPD basis, the Open Molecules 2025 dataset).

The geometry in XYZ format:
```
226
C59H136CdNO28Zn (the ωB97M-V functional and the def2-TZVPD basis)
Zn 0.297 3.630 0.514
Cd -0.091 -4.348 0.184
C -2.743 4.856 -2.101
C -2.043 6.277 -1.974
C -3.246 7.257 -2.040
C -2.918 8.670 -1.591
C -2.270 8.623 -0.182
C -1.010 7.731 -0.055
N -1.361 6.405 -0.613
O -0.404 5.375 -0.369
C -0.723 7.727 1.458
C 0.193 8.438 -0.701
C -1.111 6.548 -3.178
H -3.407 4.739 -2.958
H -3.280 4.581 -1.193
H -2.032 4.043 -2.247
H -4.054 6.969 -1.368
H -3.742 7.267 -3.010
H -3.808 9.298 -1.569
H -2.206 9.104 -2.292
H -3.073 8.275 0.468
H -2.009 9.655 0.055
H -0.651 8.745 1.841
H 0.213 7.231 1.716
H -1.495 7.178 1.997
H -0.105 8.745 -1.704
H 1.020 7.733 -0.779
H 0.625 9.331 -0.249
H -1.328 7.467 -3.723
H -1.089 5.731 -3.899
H -0.049 6.618 -2.944
C 1.102 -0.596 1.485
C 0.752 0.637 0.994
C -0.205 0.747 -0.182
O -0.659 1.906 -0.558
C -0.752 -0.336 -0.752
C -0.386 -1.671 -0.337
C 0.542 -1.813 0.942
O 0.866 -2.954 1.289
O -0.752 -2.702 -0.853
O 1.321 1.684 1.526
H 1.936 -0.738 2.155
H -1.431 -0.269 -1.589
C -3.985 -5.676 -0.645
C -2.687 -5.340 -0.057
C -2.660 -4.460 1.291
O -1.527 -4.100 1.634
C -3.957 -4.097 1.890
C -5.115 -4.464 1.288
C -5.123 -5.240 -0.015
O -6.242 -5.649 -0.599
O -6.213 -4.119 1.881
O -1.574 -5.566 -0.605
H -4.097 -6.214 -1.574
H -3.983 -3.530 2.809
C -2.101 -0.148 2.945
C -1.308 0.548 4.075
O -1.764 1.868 4.284
H -1.799 -1.185 2.797
H -1.975 0.411 2.018
H -3.157 -0.249 3.197
H -0.239 0.602 3.871
H -1.312 -0.035 4.996
H -1.697 2.053 5.223
C -6.178 -0.608 1.325
C -5.024 -0.890 0.382
O -5.410 -1.682 -0.758
H -5.896 0.108 2.098
H -6.434 -1.519 1.866
H -7.023 -0.234 0.747
H -4.211 -1.377 0.922
H -4.542 0.012 0.005
H -4.747 -1.749 -1.449
C -1.458 -8.944 -1.799
C -2.130 -8.122 -2.988
O -1.634 -6.855 -3.093
H -1.775 -9.984 -1.727
H -1.651 -8.441 -0.852
H -0.372 -8.914 -1.878
H -3.212 -8.115 -2.857
H -2.001 -8.642 -3.937
H -1.764 -6.429 -2.242
C 1.384 -1.447 -5.642
C 0.782 -2.040 -4.360
O 0.182 -0.941 -3.700
H 1.885 -2.214 -6.233
H 2.117 -0.688 -5.371
H 0.756 -0.902 -6.348
H 1.575 -2.477 -3.753
H 0.050 -2.787 -4.665
H -0.062 -1.247 -2.823
C -2.040 2.984 -5.257
C -1.336 1.960 -4.385
O -0.213 1.419 -5.034
H -1.421 3.713 -5.780
H -2.698 3.560 -4.606
H -2.660 2.427 -5.959
H -2.018 1.132 -4.192
H -1.062 2.304 -3.388
H 0.020 0.604 -4.584
C 3.742 -2.004 4.737
C 3.610 -3.140 5.754
O 4.383 -4.203 5.284
H 3.058 -2.170 3.904
H 4.738 -1.884 4.312
H 3.416 -1.049 5.147
H 2.561 -3.422 5.846
H 3.980 -2.853 6.738
H 5.276 -3.867 5.180
C 5.510 4.544 -1.458
C 5.613 3.750 -0.101
O 4.788 2.631 -0.221
H 6.404 5.162 -1.535
H 4.613 5.162 -1.501
H 5.561 3.858 -2.303
H 5.410 4.420 0.734
H 6.633 3.371 -0.028
H 4.807 2.241 0.656
C 1.219 -5.606 -3.452
C 1.441 -5.864 -1.998
O 1.384 -4.671 -1.314
H 1.012 -6.538 -3.979
H 2.110 -5.134 -3.866
H 0.372 -4.996 -3.767
H 2.420 -6.308 -1.818
H 0.659 -6.556 -1.687
H 2.103 -4.113 -1.620
C 0.051 -6.675 3.397
C 1.097 -5.969 2.522
O 0.803 -6.095 1.163
H -0.821 -6.031 3.508
H 0.489 -6.840 4.381
H -0.150 -7.682 3.033
H 2.100 -6.321 2.759
H 1.039 -4.925 2.833
H 0.854 -7.020 0.911
C -0.176 -2.882 4.743
C -1.413 -2.989 5.633
O -1.055 -2.944 6.996
H -0.496 -2.865 3.701
H 0.542 -3.689 4.886
H 0.290 -1.957 5.085
H -1.977 -3.882 5.361
H -2.167 -2.215 5.490
H -1.844 -2.878 7.539
C 2.043 2.768 5.097
C 2.259 1.338 5.525
O 1.836 1.214 6.913
H 2.090 2.967 4.027
H 2.749 3.365 5.674
H 1.051 3.080 5.425
H 3.304 1.082 5.350
H 1.667 0.672 4.897
H 2.053 0.321 7.187
C -4.058 -2.677 -4.590
C -3.172 -3.003 -3.426
O -3.186 -1.832 -2.546
H -5.055 -2.504 -4.186
H -3.991 -3.515 -5.284
H -3.829 -1.787 -5.176
H -2.148 -3.235 -3.717
H -3.486 -3.907 -2.903
H -2.396 -1.806 -2.001
C -4.814 1.678 -2.286
C -5.113 1.232 -3.735
O -5.980 2.143 -4.314
H -4.360 2.669 -2.293
H -4.030 1.054 -1.855
H -5.734 1.763 -1.707
H -5.618 0.266 -3.719
H -4.214 1.208 -4.352
H -6.109 1.902 -5.234
C 6.374 0.237 2.496
C 5.059 0.182 1.758
O 4.367 1.311 2.213
H 6.114 0.147 3.550
H 6.884 1.188 2.335
H 7.057 -0.582 2.270
H 4.512 -0.737 1.971
H 5.187 0.239 0.677
H 3.420 1.168 2.147
C 4.544 -5.058 0.775
C 5.190 -5.980 -0.271
O 5.271 -5.242 -1.474
H 4.511 -5.620 1.708
H 3.548 -4.730 0.478
H 5.228 -4.239 0.996
H 4.644 -6.915 -0.392
H 6.203 -6.213 0.055
H 5.512 -5.798 -2.219
C 2.318 2.436 -3.044
C 1.869 3.626 -2.178
O 2.079 3.289 -0.839
H 1.808 1.501 -2.810
H 3.365 2.194 -2.859
H 2.213 2.665 -4.104
H 0.828 3.889 -2.368
H 2.491 4.503 -2.357
H 3.021 3.135 -0.734
C -3.754 3.040 1.328
C -2.658 4.006 1.787
O -1.406 3.305 1.865
H -4.816 3.263 1.430
H -3.540 2.176 1.956
H -3.677 2.709 0.292
H -2.860 4.173 2.845
H -2.658 4.930 1.210
H -1.493 2.622 2.534
C 3.129 -0.837 -1.750
C 3.916 -2.078 -1.352
O 3.458 -3.221 -2.014
H 2.127 -0.878 -1.322
H 3.071 -0.776 -2.837
H 3.623 0.108 -1.525
H 3.921 -2.285 -0.282
H 4.965 -1.995 -1.640
H 4.240 -3.776 -2.040
C 2.913 6.113 0.811
C 2.696 4.943 1.779
O 1.286 4.815 2.005
H 2.563 7.049 1.247
H 2.397 5.946 -0.134
H 3.980 6.229 0.621
H 3.204 5.016 2.741
H 3.116 3.985 1.473
H 1.191 5.294 2.831
```

Values from the calculation:
* multiplicity: 1
* total charge: -1

---

The HOMO-LUMO gap results, record by record, are as follows: 5.5 5.4 eV.
The molecular weight results, record by record, are as follows: 1135.6 1485.5 g/mol.